Density functional theory data (wB97M-V/def2-TZVPD) for a cluster of 8 separate species, C56H73F10N10O6S in total at a distorted geometry.

Geometry as ORCA input:
```
! wB97M-V def2-TZVPD RIJCOSX def2/J DEFGRID3
* xyz 1 1
C 0.160 -3.549 1.134
C -1.396 -3.597 0.557
O -1.521 -4.942 -0.098
C -1.676 -2.423 -0.604
O -0.397 -1.740 -0.787
C -0.431 -0.669 -1.788
C -1.740 -0.613 -2.830
N 0.666 -1.051 -2.746
C 1.656 -2.115 -2.402
C 2.766 -1.696 -1.225
C 4.063 -0.886 -1.828
F 5.275 -1.750 -1.621
C 1.157 0.287 -3.250
N 1.394 0.627 -4.566
C 1.151 -0.264 -5.758
C 2.246 -1.442 -6.024
C 1.370 -2.862 -6.146
C 0.082 -3.032 -7.200
C -0.800 -4.451 -7.252
C -0.470 -5.751 -6.293
C 0.832 -5.611 -5.287
C 1.693 -4.214 -5.240
S 2.004 2.259 -4.942
O 2.691 2.279 -6.365
O 0.892 3.331 -4.998
F 3.300 2.661 -3.837
N 1.262 1.075 -1.962
C -0.105 0.889 -1.262
C -1.026 2.093 -1.966
C -0.637 3.604 -1.478
O -1.220 3.982 -0.149
C -0.306 4.998 0.431
C -0.860 5.706 1.802
F -2.088 4.997 2.251
F -1.321 7.088 1.398
C 0.268 5.935 2.972
F -0.238 7.003 3.910
F 1.506 6.508 2.355
C 0.727 4.577 3.768
F 0.716 3.345 2.945
F 2.164 4.799 4.179
C -0.103 4.263 5.147
F -1.534 4.640 5.115
F -0.074 2.762 5.320
C 0.338 1.120 0.290
C -0.959 0.542 1.366
C -2.563 0.907 0.812
O -1.805 1.655 2.066
H 0.968 -3.710 0.274
H 0.269 -4.512 1.829
H 0.351 -2.591 1.779
H -2.203 -3.574 1.402
H -1.640 -5.655 0.596
H -2.037 -3.054 -1.552
H -2.544 -1.700 -0.261
H -1.555 0.052 -3.773
H -2.688 -0.207 -2.246
H -2.004 -1.695 -3.261
H 1.198 -3.199 -2.217
H 2.341 -2.259 -3.371
H 3.176 -2.749 -0.837
H 2.279 -1.184 -0.293
H 3.996 -0.657 -2.975
H 4.298 0.123 -1.250
H 1.007 0.330 -6.784
H 0.089 -0.777 -5.568
H 3.127 -1.509 -5.260
H 2.709 -1.259 -7.089
H -0.232 -2.114 -7.893
H -1.725 -4.553 -7.971
H -1.072 -6.756 -6.264
H 1.183 -6.469 -4.538
H 2.610 -4.139 -4.492
H 1.616 2.055 -2.009
H -0.956 2.085 -3.147
H -2.189 1.955 -1.735
H -1.142 4.351 -2.249
H 0.509 3.839 -1.423
H 0.742 4.517 0.667
H -0.142 5.801 -0.431
H 0.430 4.809 6.052
H 1.214 0.449 0.678
H 0.565 2.217 0.607
H -0.783 -0.559 1.945
H -2.796 1.969 0.382
H -3.378 0.455 1.558
N 2.543 -6.512 1.302
C 3.599 -6.723 0.454
C 4.727 -6.918 1.220
C 4.336 -6.827 2.577
C 2.982 -6.579 2.598
H 1.589 -6.335 1.015
H 3.458 -6.715 -0.618
H 5.723 -7.107 0.841
H 4.974 -6.932 3.445
H 2.295 -6.443 3.423
N -3.575 0.798 4.237
C -4.373 1.730 4.846
C -4.929 1.149 5.964
C -4.445 -0.179 6.034
C -3.608 -0.368 4.957
H -3.043 0.947 3.389
H -4.478 2.724 4.433
H -5.610 1.630 6.655
H -4.680 -0.917 6.790
H -3.036 -1.230 4.642
N -6.170 5.530 4.970
C -7.149 6.482 4.851
C -6.703 7.443 3.971
C -5.412 7.054 3.540
C -5.109 5.868 4.171
H -6.223 4.707 5.556
H -8.076 6.395 5.401
H -7.249 8.328 3.671
H -4.773 7.582 2.845
H -4.232 5.237 4.120
N 3.707 -3.613 3.710
C 3.148 -3.657 4.961
C 3.800 -2.736 5.751
C 4.783 -2.111 4.947
C 4.702 -2.670 3.691
H 3.429 -4.186 2.924
H 2.338 -4.338 5.181
H 3.590 -2.536 6.794
H 5.475 -1.337 5.251
H 5.265 -2.478 2.788
N 3.592 9.764 1.577
C 2.423 9.482 2.235
C 1.776 10.672 2.483
C 2.581 11.708 1.951
C 3.694 11.119 1.396
H 4.272 9.080 1.273
H 2.153 8.461 2.471
H 0.827 10.782 2.991
H 2.370 12.770 1.971
H 4.549 11.547 0.889
N 3.335 -5.562 -8.156
C 3.095 -6.698 -8.884
C 4.148 -6.876 -9.754
C 5.057 -5.813 -9.539
C 4.532 -5.019 -8.545
H 2.724 -5.184 -7.443
H 2.197 -7.280 -8.723
H 4.250 -7.685 -10.466
H 5.995 -5.646 -10.053
H 4.905 -4.114 -8.083
N -5.902 -2.172 3.306
C -6.002 -3.332 2.583
C -6.768 -4.220 3.307
C -7.147 -3.569 4.505
C -6.601 -2.306 4.477
H -5.392 -1.347 3.020
H -5.521 -3.428 1.620
H -7.026 -5.226 3.004
H -7.754 -3.979 5.303
H -6.649 -1.492 5.189
*
```

Summary:
E_LUMO = -0.2121 Eh
HOMO level = -0.34480 Ha
Kohn-Sham gap = 3.61 eV